1.
# C36H40N6ORh

C36H40N6ORh as an isolated structure (ωB97M-V/def2-TZVPD, the OMol25 dataset).

As for the net charge: +1. As for the electronic energy: -51965.3632 eV. Its spin multiplicity is 5.

Positions of all 84 atoms, in Å:
Rh  -0.0732  -0.5556  -0.0492
O  3.9591  -0.5257  2.2068
C  2.7794  -0.5922  1.6320
N  1.9962  -1.3237  -0.7326
C  2.4847  -1.4040  -2.0884
C  1.3875  -1.0280  -3.0616
C  1.6484  -1.0367  -4.4270
C  0.6356  -0.7148  -5.3085
C  -0.6185  -0.3994  -4.8016
C  -0.7875  -0.4113  -3.4336
N  0.1903  -0.7084  -2.5723
C  1.6151  -0.9615  2.6004
C  1.9184  -1.0631  3.9483
C  0.9073  -1.3850  4.8348
C  -0.3737  -1.6174  4.3451
C  -0.5946  -1.4886  2.9881
N  0.3769  -1.1496  2.1310
H  2.8647  -2.3994  -2.3277
H  3.3219  -0.7100  -2.1896
H  2.6372  -1.2991  -4.7830
H  0.8163  -0.7140  -6.3756
H  -1.4443  -0.1517  -5.4544
H  -1.7455  -0.1775  -2.9858
H  2.9484  -0.8970  4.2356
H  1.1087  -1.4633  5.8965
H  -1.1873  -1.8989  5.0007
H  -1.5718  -1.6770  2.5564
C  4.5874  3.0919  -0.6880
C  3.2857  2.5946  -1.3245
C  2.0426  3.2084  -0.7192
C  1.7606  4.5506  -0.9699
C  0.6193  5.1565  -0.4762
C  -0.2875  4.4116  0.2667
C  -0.0467  3.0719  0.5296
C  -1.0155  2.2543  1.3471
C  -0.6834  2.2113  2.8384
C  1.1338  2.4897  0.0588
N  1.3603  1.1184  0.4016
C  2.3833  0.8063  1.0923
C  2.7948  -1.6456  0.4485
C  4.0392  -2.4257  0.2942
C  3.7130  -3.6935  -0.1532
C  2.3346  -3.7751  -0.3224
N  1.7056  -2.5722  0.0727
H  5.4502  2.7547  -1.2634
H  4.7002  2.7194  0.3317
H  4.6119  4.1822  -0.6501
H  3.2419  1.5076  -1.2509
H  3.2933  2.8361  -2.3903
H  2.4530  5.1255  -1.5754
H  0.4288  6.2032  -0.6772
H  -1.1907  4.8758  0.6494
H  -1.0064  1.2260  0.9497
H  -2.0197  2.6632  1.2005
H  0.3166  1.8050  3.0012
H  -1.3906  1.5871  3.3897
H  -0.7105  3.2177  3.2583
H  3.0880  1.5713  1.4342
H  4.9919  -2.0498  0.6293
H  4.4137  -4.4936  -0.3515
H  1.7321  -4.6071  -0.6555
C  -3.8203  1.0903  -1.1714
N  -4.6057  0.6690  0.0240
C  -5.7995  -0.1303  -0.3699
C  -3.7335  -0.0450  1.0557
C  -3.2076  -1.3608  0.5788
C  -3.9098  -2.5131  0.9516
C  -3.4442  -3.7703  0.6062
C  -2.2973  -3.8658  -0.1711
C  -1.6411  -2.7133  -0.5842
C  -2.0302  -1.4227  -0.1829
H  -4.4747  1.6344  -1.8482
H  -3.4316  0.1938  -1.6422
H  -2.9908  1.7167  -0.8505
H  -4.9405  1.5141  0.4838
H  -5.4580  -1.0411  -0.8534
H  -6.4048  0.4587  -1.0538
H  -6.3720  -0.3781  0.5203
H  -4.3615  -0.1529  1.9396
H  -2.9285  0.6498  1.2651
H  -4.8059  -2.4254  1.5608
H  -3.9657  -4.6591  0.9364
H  -1.9245  -4.8403  -0.4653
H  -0.7831  -2.8331  -1.2399

And the Mulliken charges, in e, turn out to be: atom 1 (Rh): -0.9690, atom 2 (O): -1.1016, atom 3 (C): 1.1682, atom 4 (N): 1.5685, atom 5 (C): -1.5208, atom 6 (C): 0.1623, atom 7 (C): -0.9905, atom 8 (C): -0.5102, atom 9 (C): -0.8029, atom 10 (C): 0.0436, atom 11 (N): 0.6082, atom 12 (C): 0.1335, atom 13 (C): -0.8797, atom 14 (C): -0.7943, atom 15 (C): -1.0428, atom 16 (C): -0.2013, atom 17 (N): 1.3082, atom 18 (H): 0.5547, atom 19 (H): 0.4532, atom 20 (H): 0.5250, atom 21 (H): 0.4237, atom 22 (H): 0.4640, atom 23 (H): -0.0208, atom 24 (H): 0.5378, atom 25 (H): 0.4408, atom 26 (H): 0.4957, atom 27 (H): 0.1433, atom 28 (C): -1.2739, atom 29 (C): -0.1248, atom 30 (C): 0.4815, atom 31 (C): -0.6234, atom 32 (C): -1.1724, atom 33 (C): -0.6468, atom 34 (C): 0.3942, atom 35 (C): 2.8251, atom 36 (C): -1.2455, atom 37 (C): -0.8497, atom 38 (N): 1.2908, atom 39 (C): -0.8646, atom 40 (C): -0.1994, atom 41 (C): -0.9710, atom 42 (C): -0.6984, atom 43 (C): -0.7863, atom 44 (N): 0.2584, atom 45 (H): 0.3960, atom 46 (H): 0.3193, atom 47 (H): 0.3692, atom 48 (H): -0.3811, atom 49 (H): 0.6033, atom 50 (H): 0.5147, atom 51 (H): 0.4010, atom 52 (H): 0.4793, atom 53 (H): -2.3907, atom 54 (H): 0.7519, atom 55 (H): 0.2284, atom 56 (H): 0.3674, atom 57 (H): 0.3460, atom 58 (H): 0.5731, atom 59 (H): 0.5458, atom 60 (H): 0.4751, atom 61 (H): 0.4646, atom 62 (C): -0.7910, atom 63 (N): 0.0269, atom 64 (C): -0.7670, atom 65 (C): -0.3547, atom 66 (C): 0.5578, atom 67 (C): -0.1261, atom 68 (C): -1.0386, atom 69 (C): -0.9723, atom 70 (C): 0.1489, atom 71 (C): 0.8183, atom 72 (H): 0.3985, atom 73 (H): 0.4675, atom 74 (H): 0.1418, atom 75 (H): 0.3665, atom 76 (H): 0.3393, atom 77 (H): 0.3379, atom 78 (H): 0.3477, atom 79 (H): 0.6768, atom 80 (H): -1.2226, atom 81 (H): 0.4199, atom 82 (H): 0.4068, atom 83 (H): 0.4839, atom 84 (H): 0.2800

***

2.
# C36H41CaF3N6P2S3

C36H41CaF3N6P2S3 as an isolated structure (ωB97M-V/def2-TZVPD, the OMol25 dataset).

As for the electronic energy: -124618.8116 eV.

Positions of all 92 atoms, in Å:
Ca  -0.7245  0.9080  -1.2311
C  -1.4132  -1.0907  1.8927
P  -0.3414  0.3799  1.7244
C  1.3161  -0.4439  1.8574
N  1.4865  -1.2354  2.8788
C  2.6672  -1.9008  2.9895
C  2.8794  -2.7749  4.0815
C  4.0619  -3.4456  4.1887
C  5.0778  -3.2753  3.2164
C  4.8906  -2.4387  2.1551
C  3.6714  -1.7345  2.0268
N  3.4864  -0.8979  0.9693
C  2.3519  -0.2617  0.8689
P  2.1574  0.8333  -0.6255
C  3.2509  -0.0234  -1.8035
C  3.0950  2.3695  -0.1521
C  2.3522  3.0217  1.0127
C  3.0479  3.2989  -1.3709
C  4.5490  2.1199  0.2480
C  -0.5942  1.3170  3.3125
C  -0.8674  0.4341  4.5332
C  -1.8149  2.2093  3.0532
C  0.6207  2.2034  3.5774
H  -1.1199  -1.7074  2.7407
H  -1.3228  -1.6857  0.9881
H  -2.4525  -0.7722  2.0036
H  2.0836  -2.8872  4.8063
H  4.2320  -4.1166  5.0204
H  6.0081  -3.8180  3.3205
H  5.6466  -2.2900  1.3959
H  4.2502  -0.1780  -1.4030
H  3.2980  0.5660  -2.7207
H  2.8036  -0.9881  -2.0361
H  1.3025  3.2109  0.7719
H  2.8203  3.9808  1.2494
H  2.4057  2.4025  1.9133
H  2.0212  3.5173  -1.6721
H  3.5894  2.8813  -2.2217
H  3.5245  4.2486  -1.1141
H  4.6353  1.4136  1.0738
H  4.9954  3.0669  0.5642
H  5.1442  1.7405  -0.5830
H  -1.8004  -0.1193  4.4340
H  -0.9588  1.0760  5.4138
H  -0.0637  -0.2787  4.7043
H  -2.7056  1.6230  2.8126
H  -1.6352  2.9058  2.2320
H  -2.0374  2.7866  3.9537
H  1.5355  1.6215  3.7063
H  0.4557  2.7701  4.4970
H  0.7735  2.9214  2.7685
F  0.5151  5.8727  -3.2976
C  -0.4603  5.4566  -4.1229
F  -1.6291  5.9109  -3.6424
F  -0.2604  6.0915  -5.2975
C  -0.4518  3.9623  -4.3100
C  -0.2666  3.4394  -5.5742
C  -0.2407  2.0640  -5.7672
C  -0.3967  1.2630  -4.6548
N  -0.5831  1.7600  -3.4336
C  -0.6260  3.0881  -3.2169
S  -0.8839  3.6257  -1.5641
H  -0.1383  4.1105  -6.4128
H  -0.0968  1.6323  -6.7463
H  -0.3726  0.1803  -4.7139
C  -2.8730  -5.6424  -2.5624
C  -1.8637  -5.0133  -1.6476
C  -1.4217  -5.6407  -0.4902
C  -0.4958  -4.9452  0.2709
N  -0.0325  -3.7503  -0.0643
C  -0.5109  -3.2225  -1.2040
S  0.0914  -1.6419  -1.6605
N  -1.4164  -3.8091  -1.9947
H  -2.9832  -6.7075  -2.3643
H  -2.5774  -5.4911  -3.5989
H  -3.8470  -5.1665  -2.4316
H  -1.7747  -6.6201  -0.2015
H  -0.1029  -5.3715  1.1895
S  -5.4728  1.8330  -0.4272
C  -3.9065  1.9210  -1.1305
N  -3.2937  0.7999  -1.3452
C  -4.1003  -0.2648  -0.9398
C  -3.7582  -1.6082  -1.0715
C  -4.6374  -2.5532  -0.5930
C  -5.8570  -2.1761  -0.0107
C  -6.2224  -0.8515  0.0892
C  -5.3267  0.1092  -0.3843
H  -3.4448  2.8766  -1.3514
H  -2.8325  -1.8794  -1.5557
H  -4.3820  -3.6019  -0.6694
H  -6.5311  -2.9382  0.3578
H  -7.1713  -0.5664  0.5226

And the Mulliken charges, in e, turn out to be: atom 1 (Ca): 0.9451, atom 2 (C): -0.9675, atom 3 (P): 1.4141, atom 4 (C): -0.1221, atom 5 (N): 0.1881, atom 6 (C): 0.1365, atom 7 (C): -0.7095, atom 8 (C): -0.5379, atom 9 (C): -0.5468, atom 10 (C): -0.5486, atom 11 (C): 0.4694, atom 12 (N): -0.1217, atom 13 (C): -0.2755, atom 14 (P): 1.3454, atom 15 (C): -1.7197, atom 16 (C): 2.0927, atom 17 (C): -1.9689, atom 18 (C): -1.8249, atom 19 (C): -1.8786, atom 20 (C): 1.5386, atom 21 (C): -1.8643, atom 22 (C): -1.7532, atom 23 (C): -2.0352, atom 24 (H): 0.4645, atom 25 (H): -0.3654, atom 26 (H): 0.4197, atom 27 (H): 0.4603, atom 28 (H): 0.4005, atom 29 (H): 0.3993, atom 30 (H): 0.4753, atom 31 (H): 0.4335, atom 32 (H): 0.3738, atom 33 (H): 0.4544, atom 34 (H): 0.1814, atom 35 (H): 0.4834, atom 36 (H): 0.3330, atom 37 (H): 0.3092, atom 38 (H): 0.3538, atom 39 (H): 0.5022, atom 40 (H): 0.3093, atom 41 (H): 0.5120, atom 42 (H): 0.3683, atom 43 (H): 0.3302, atom 44 (H): 0.5436, atom 45 (H): 0.2585, atom 46 (H): 0.3512, atom 47 (H): 0.2757, atom 48 (H): 0.4835, atom 49 (H): 0.3404, atom 50 (H): 0.6234, atom 51 (H): 0.3355, atom 52 (F): -0.2176, atom 53 (C): 0.5694, atom 54 (F): -0.2422, atom 55 (F): -0.3204, atom 56 (C): 0.0727, atom 57 (C): -0.1848, atom 58 (C): -0.9104, atom 59 (C): -0.6008, atom 60 (N): -0.2451, atom 61 (C): 0.2130, atom 62 (S): -0.4400, atom 63 (H): 0.5064, atom 64 (H): 0.4257, atom 65 (H): 0.5118, atom 66 (C): -1.0975, atom 67 (C): 0.8534, atom 68 (C): -0.7798, atom 69 (C): -0.3969, atom 70 (N): -0.4222, atom 71 (C): 0.2130, atom 72 (S): -0.1713, atom 73 (N): -0.4360, atom 74 (H): 0.3855, atom 75 (H): 0.3230, atom 76 (H): 0.2115, atom 77 (H): 0.4064, atom 78 (H): 0.4253, atom 79 (S): -0.2660, atom 80 (C): -0.2397, atom 81 (N): -0.1313, atom 82 (C): -1.0089, atom 83 (C): -0.0874, atom 84 (C): -0.2151, atom 85 (C): -0.7963, atom 86 (C): -0.4464, atom 87 (C): 0.7250, atom 88 (H): 0.3674, atom 89 (H): 0.6227, atom 90 (H): 0.3483, atom 91 (H): 0.3990, atom 92 (H): 0.4112

***

Q: Which formula does entry 2 have?
A: C36H41CaF3N6P2S3